# 1
Computed, not measured: C18H16BrF8NO3Pd as an isolated structure, with the ωB97M-V functional and the def2-TZVPD basis.

```
! RIJCOSX wB97M-V def2-TZVPD def2/J DEFGRID3
* xyz -2 1
Pd 1.3543 0.3597 0.5037
F 3.9883 1.2725 1.1756
C 3.2226 0.1179 1.0761
F 3.9564 -0.6915 0.2077
H 3.2929 -0.3651 2.0559
C 2.1766 4.3965 -1.0683
C 1.7671 2.9261 -1.2787
O 1.6830 2.3075 -0.0922
C 2.8286 2.2702 -2.2081
F 4.0764 2.5443 -1.7752
F 2.7797 2.7451 -3.4907
F 2.7192 0.9493 -2.2901
C 0.3964 2.9367 -2.0224
F -0.5759 3.3460 -1.1966
F 0.0480 1.7482 -2.5151
F 0.3639 3.8121 -3.0789
H 3.0506 4.3906 -0.4210
H 1.3618 4.8990 -0.5480
H 2.3978 4.9227 -1.9985
C -0.1237 -0.2254 3.3345
C 0.2712 -1.4706 2.6019
C -0.0087 -2.7877 2.9215
C 0.5364 -3.5767 1.8766
C 1.1202 -2.7009 0.9768
C 1.8243 -3.0220 -0.3037
N 0.9631 -1.4208 1.4240
H -1.1509 0.0730 3.1037
H 0.5186 0.6060 3.0366
H -0.0391 -0.3577 4.4177
H -0.5514 -3.1246 3.7952
H 0.5037 -4.6536 1.7725
H 1.3886 -3.9197 -0.7521
H 2.8942 -3.1966 -0.1580
H 1.7076 -2.2008 -1.0093
Br -7.2641 -1.8544 -0.5471
C -5.4072 -1.3793 -0.5607
C -4.5360 -2.0988 -1.3598
C -3.1943 -1.7451 -1.3684
C -2.7288 -0.6946 -0.5880
C -3.6282 0.0005 0.2124
C -4.9763 -0.3302 0.2315
C -1.2488 -0.3226 -0.6000
O -0.5572 -0.8773 -1.4631
O -0.9137 0.5716 0.2302
H -4.9009 -2.9201 -1.9624
H -2.4698 -2.2747 -1.9732
H -3.2379 0.8044 0.8238
H -5.6786 0.2109 0.8518
*
```

Summary:
Orbital gap (eV): 4.98
HOMO (eV): -1.1
E_LUMO (Eh): 0.142
DFT total energy (eV): -121823.745

Quick look at the Löwdin charges, all values in e:
1 Pd 0.97
2 F -0.08
3 C -0.43
4 F -0.08
5 H 0.08
6 C -0.01
7 C -0.51
8 O -0.24
9 C -0.55
10 F 0.13
11 F 0.10
12 F 0.15
13 C -0.55
14 F 0.14
15 F 0.16
16 F 0.09
17 H 0.09
18 H 0.09
19 H 0.08
20 C -0.08
21 C -0.40
22 C -0.12
23 C -0.12
24 C -0.39
25 C -0.07
26 N -0.06
27 H 0.06
28 H 0.05
29 H 0.06
30 H 0.07
31 H 0.07
32 H 0.06
33 H 0.06
34 H 0.05
35 Br 0.63
36 C -0.70
37 C -0.14
38 C -0.02
39 C -0.11
40 C -0.02
41 C -0.14
42 C -0.65
43 O -0.02
44 O -0.10
45 H 0.09
46 H 0.11
47 H 0.11
48 H 0.09

# 2
Computed, not measured: a 10-piece molecular cluster, C31H54O24 overall at a distorted geometry, with the ωB97M-V functional and the def2-TZVPD basis.

```
! RIJCOSX wB97M-V def2-TZVPD def2/J DEFGRID3
* xyz 0 1
C -1.2532 -6.4243 -1.2571
C -1.6805 -5.0918 -0.6557
C -1.2298 -3.9250 -1.4545
O -2.3412 -3.0683 -1.5816
C -3.4180 -3.6732 -1.0485
O -4.5596 -3.2213 -0.9595
O -3.0625 -4.9196 -0.6610
H -1.7279 -7.3281 -0.8750
H -0.1822 -6.4883 -1.0645
H -1.4872 -6.4092 -2.3216
H -1.3241 -5.0279 0.3725
H -0.8750 -4.2746 -2.4240
H -0.4078 -3.3970 -0.9712
C 0.6902 7.0391 0.9538
C 0.8895 5.8404 -0.0200
C 0.7735 6.3740 -1.4142
O 1.8728 5.7679 -2.0712
C 2.7349 5.3298 -1.1597
O 3.8846 4.9273 -1.4340
O 2.2077 5.3872 0.0836
H 1.3052 7.9133 0.7402
H 0.9482 6.7517 1.9731
H -0.3712 7.2758 0.8784
H 0.2932 4.9620 0.2271
H 0.7969 7.4608 -1.4945
H -0.0831 5.9800 -1.9611
C 4.7358 -2.5265 1.9927
C 5.0220 -1.4757 3.0188
C 4.8616 -0.0964 2.3816
O 3.9819 0.6154 3.2707
C 3.4453 -0.2709 4.1749
O 2.5178 -0.0212 4.9403
O 4.0064 -1.4752 4.0394
H 3.7509 -2.4449 1.5328
H 4.7041 -3.4605 2.5537
H 5.4996 -2.6004 1.2187
H 5.9687 -1.7391 3.4904
H 4.5245 -0.2187 1.3523
H 5.8564 0.3451 2.4409
C -4.0683 1.6642 -2.5171
C -3.7446 3.1445 -2.3813
C -2.8055 3.4819 -1.2575
O -1.7310 4.2732 -1.8994
C -1.9831 4.4146 -3.2184
O -1.3956 5.0273 -4.1024
O -3.0645 3.6381 -3.5310
H -4.8368 1.4532 -3.2607
H -4.4719 1.3559 -1.5526
H -3.2663 0.9598 -2.7377
H -4.7007 3.6621 -2.3024
H -2.4123 2.5196 -0.9295
H -3.3185 4.0809 -0.5052
C -5.2554 -1.6771 3.5677
C -3.9263 -1.1307 3.2133
C -3.4978 -1.5845 1.8691
O -3.0589 -0.4948 1.1364
C -3.5703 0.5799 1.7332
O -3.5141 1.7300 1.2783
O -3.9787 0.2708 2.9782
H -6.0143 -1.2869 2.8895
H -5.5117 -1.3670 4.5808
H -5.2926 -2.7648 3.5081
H -3.1694 -1.4026 3.9490
H -4.2686 -2.0600 1.2625
H -2.6843 -2.3097 1.8904
C 0.6550 1.8244 2.4465
C 1.0196 0.8806 1.3440
C 0.3714 -0.4803 1.4623
O -0.0842 -0.6967 0.1372
C -0.0924 0.3915 -0.5518
O -0.5429 0.4574 -1.6868
O 0.3453 1.3948 0.2013
H 1.0677 1.4703 3.3911
H -0.4235 1.7627 2.5916
H 0.9932 2.8323 2.2061
H 2.1005 0.8260 1.2136
H -0.4472 -0.5876 2.1740
H 1.1758 -1.1862 1.6693
C 1.7467 -1.9514 -3.2846
C 2.8032 -3.0411 -3.0292
C 3.7400 -2.7909 -1.8402
O 3.7456 -3.9550 -1.0794
C 2.7294 -4.7041 -1.5133
O 2.4843 -5.7945 -1.0138
O 2.0916 -4.1232 -2.5623
H 2.2129 -0.9686 -3.3551
H 0.9375 -1.9520 -2.5543
H 1.2315 -2.1534 -4.2236
H 3.3464 -3.2914 -3.9405
H 3.5164 -1.9036 -1.2480
H 4.7232 -2.6956 -2.3010
C 3.0887 1.5557 -2.1044
O 3.8317 0.5118 -1.4224
H 2.8893 1.2670 -3.1364
H 2.1936 1.9319 -1.6091
H 3.6335 2.4876 -2.2556
H 4.6806 0.9052 -1.2075
C -0.7711 0.1774 5.3321
O -1.3443 0.4158 6.6309
H -1.0395 0.9705 4.6342
H 0.3018 0.0248 5.4498
H -1.1319 -0.8095 5.0425
H -1.5837 1.3408 6.7234
C -2.1053 -1.2260 -4.2981
O -1.4964 -1.8247 -5.4456
H -3.1208 -1.5751 -4.1112
H -1.4766 -1.3422 -3.4153
H -2.2292 -0.1600 -4.4886
H -1.4941 -2.7847 -5.4406
*
```

Summary:
Orbital gap (eV): 10.26
HOMO (eV): -10.1
E_LUMO (Eh): 0.004
DFT total energy (eV): -82161.841
Structure (SMILES): C[C@H]1COC(=O)O1.C[C@H]1COC(=O)O1.C[C@H]1COC(=O)O1.C[C@H]1COC(=O)O1.C[C@H]1COC(=O)O1.C[C@H]1COC(=O)O1.C[C@H]1COC(=O)O1.CO.CO.CO

Here are the Löwdin charges for atoms 1 to 99, given in e:
1 C 0.00
2 C -0.35
3 C -0.12
4 O 0.08
5 C -0.51
6 O 0.12
7 O 0.09
8 H 0.09
9 H 0.08
10 H 0.09
11 H 0.16
12 H 0.13
13 H 0.13
14 C -0.01
15 C -0.32
16 C -0.09
17 O 0.09
18 C -0.52
19 O 0.08
20 O 0.08
21 H 0.09
22 H 0.08
23 H 0.09
24 H 0.15
25 H 0.14
26 H 0.11
27 C -0.03
28 C -0.31
29 C -0.08
30 O 0.06
31 C -0.50
32 O 0.11
33 O 0.10
34 H 0.08
35 H 0.10
36 H 0.10
37 H 0.16
38 H 0.11
39 H 0.14
40 C -0.01
41 C -0.32
42 C -0.05
43 O 0.04
44 C -0.51
45 O 0.12
46 O 0.07
47 H 0.09
48 H 0.08
49 H 0.07
50 H 0.15
51 H 0.11
52 H 0.14
53 C -0.01
54 C -0.33
55 C -0.14
56 O 0.09
57 C -0.51
58 O 0.11
59 O 0.10
60 H 0.10
61 H 0.09
62 H 0.10
63 H 0.15
64 H 0.13
65 H 0.14
66 C 0.00
67 C -0.30
68 C -0.06
69 O 0.08
70 C -0.60
71 O 0.13
72 O 0.09
73 H 0.07
74 H 0.08
75 H 0.10
76 H 0.15
77 H 0.13
78 H 0.13
79 C 0.02
80 C -0.31
81 C -0.11
82 O 0.08
83 C -0.52
84 O 0.12
85 O 0.07
86 H 0.08
87 H 0.07
88 H 0.08
89 H 0.16
90 H 0.11
91 H 0.14
92 C -0.11
93 O -0.13
94 H 0.08
95 H 0.07
96 H 0.07
97 H 0.07
98 C -0.14
99 O -0.12

# 3
Computed, not measured: C27H41Cl12F5IN3NbO2S2 as an isolated structure at a distorted geometry, with the ωB97M-V functional and the def2-TZVPD basis.

```
! RIJCOSX wB97M-V def2-TZVPD def2/J DEFGRID3
* xyz -1 1
C -4.4780 0.1063 -6.2723
C -3.6423 0.8597 -5.0753
C -3.3689 -0.2428 -3.8862
C -1.9308 0.0188 -3.2436
Nb -1.8724 0.3076 -0.9569
C -0.5133 2.0650 -1.4288
C -1.0293 3.2301 -2.4054
C 0.2796 3.7066 -3.2784
S 1.7201 4.1731 -2.1597
C 3.0748 2.9512 -2.4316
S 3.4749 2.5434 -4.0267
N 3.8236 2.2738 -1.3676
C 5.0378 1.5216 -1.5953
C 5.5341 0.8943 -0.2477
N 4.5373 1.3861 0.7195
C 3.5314 2.1683 0.0783
C -3.4066 -1.3731 -0.8424
C -3.2297 -2.7803 -1.4990
O -3.8831 -3.7113 -0.8946
I -2.2251 -3.6065 -3.2065
C -1.6514 0.4531 1.3380
C -3.0688 0.7122 2.1285
C -0.5047 1.3050 1.9761
C 0.2865 0.3956 3.0932
C -0.4729 0.2995 4.4999
N -0.1617 -0.9553 -0.8954
C 1.1258 -0.4852 -0.3708
C -0.2197 -2.3275 -0.4860
C -0.8410 -3.0986 0.7574
O 0.5139 -3.1173 -1.2018
C -3.6060 1.7801 -0.9188
F -4.0541 2.2443 -2.2364
F -4.8698 1.2419 -0.3954
C -3.4936 3.1731 -0.1139
F -2.3498 3.4437 0.6294
F -4.6045 3.3575 0.8030
F -3.6808 4.3167 -0.9880
H -5.2808 0.8528 -6.6376
H -3.7870 -0.1092 -7.1639
H -5.0298 -0.8236 -5.9095
H -2.6792 1.2118 -5.5760
H -4.3215 1.7105 -4.7388
H -3.5167 -1.2333 -4.4336
H -4.2656 -0.1219 -3.1821
H -1.4799 0.9195 -3.8230
H -1.1539 -0.8192 -3.4518
H 0.4026 1.6085 -1.9857
H -0.0830 2.6160 -0.5301
H -1.2580 4.1473 -1.7622
H -1.8071 2.9598 -3.1800
H 0.5744 2.9081 -4.0376
H -0.0328 4.6566 -3.8438
H 5.6028 1.3634 -2.5678
H 6.4356 0.2270 -0.0690
H 2.6417 2.6498 0.6083
H -3.5553 -1.5289 0.3007
H -4.4699 -1.0717 -1.2053
H -1.4387 -0.6498 1.6498
H -2.8878 0.2443 3.1785
H -3.2712 1.8129 2.3347
H -3.9408 0.1220 1.6971
H 0.3284 1.7645 1.3766
H -0.9744 2.1578 2.6100
H 0.6130 -0.6163 2.6523
H 1.2798 0.9648 3.2961
H -1.0728 -0.6948 4.4821
H 0.2367 0.1956 5.3989
H -1.2307 1.1401 4.6582
H 1.3258 0.5930 -0.1419
H 1.9574 -0.8275 -1.1096
H 1.3658 -1.0840 0.5969
H -1.0227 -4.2029 0.5098
H -1.8651 -2.6914 1.1144
H -0.1410 -3.0418 1.6579
C 6.9451 0.3311 3.6075
Cl 6.6259 1.9103 4.3411
Cl 5.9949 -0.9301 4.4065
Cl 6.5922 0.3686 1.8722
H 8.0006 0.0996 3.7386
C 5.9309 -4.9312 3.2975
Cl 6.9545 -4.3477 4.6185
Cl 4.6863 -6.0276 3.9142
Cl 5.1928 -3.5755 2.4335
H 6.5566 -5.4826 2.5983
C -0.7796 1.8992 7.9996
Cl -1.6846 0.4022 7.7313
Cl 0.3870 1.6926 9.3150
Cl 0.0390 2.4079 6.5164
H -1.4838 2.6778 8.2861
C 1.5647 -6.5075 -2.1725
Cl 1.5683 -7.6584 -0.8275
Cl 3.2183 -6.1685 -2.7047
Cl 0.5929 -7.1254 -3.5175
H 1.1179 -5.5752 -1.8257
*
```

Summary:
Orbital gap (eV): 5.79
HOMO (eV): -5.1
E_LUMO (Eh): 0.026
DFT total energy (eV): -232394.656

Quick look at the Löwdin charges, all values in e:
1 C -0.15
2 C -0.24
3 C -0.33
4 C -0.36
5 Nb 1.85
6 C -0.37
7 C -0.31
8 C -0.45
9 S 0.81
10 C -0.96
11 S 0.62
12 N -0.15
13 C -0.06
14 C -0.22
15 N -0.08
16 C -0.09
17 C -0.31
18 C -0.81
19 O -0.16
20 I 0.92
21 C -0.43
22 C -0.14
23 C -0.26
24 C -0.24
25 C -0.23
26 N -0.23
27 C -0.16
28 C -0.49
29 C -0.03
30 O -0.08
31 C -0.31
32 F -0.07
33 F -0.08
34 C -0.35
35 F 0.07
36 F 0.02
37 F 0.02
38 H 0.06
39 H 0.07
40 H 0.06
41 H 0.09
42 H 0.09
43 H 0.03
44 H 0.08
45 H 0.03
46 H 0.01
47 H 0.06
48 H 0.03
49 H 0.10
50 H 0.09
51 H 0.07
52 H 0.08
53 H 0.09
54 H 0.00
55 H 0.13
56 H 0.06
57 H 0.08
58 H 0.06
59 H 0.06
60 H 0.06
61 H 0.05
62 H 0.05
63 H 0.11
64 H 0.09
65 H 0.10
66 H 0.08
67 H 0.02
68 H 0.03
69 H 0.03
70 H 0.11
71 H 0.10
72 H 0.10
73 H 0.07
74 H 0.09
75 C -1.47
76 Cl 0.52
77 Cl 0.50
78 Cl 0.66
79 H 0.01
80 C -1.54
81 Cl 0.50
82 Cl 0.52
83 Cl 0.51
84 H 0.01
85 C -1.51
86 Cl 0.54
87 Cl 0.51
88 Cl 0.58
89 H 0.01
90 C -1.53
91 Cl 0.50
92 Cl 0.51
93 Cl 0.50
94 H -0.01

Q: Which of these has the highest DFT total energy?
A: C31H54O24

Q: Among the records above, which one has the lowest DFT total energy?
A: C27H41Cl12F5IN3NbO2S2